(1)
{
  "formula": "C49H38ClN9NaO5S",
  "method": "ωB97M-V with the def2-TZVPD basis set",
  "lumo_ev": 2.060,
  "charge": -1,
  "homo_ev": -4.33,
  "e_above_lowest_kj_mol": 234.1,
  "total_energy_ev": -102855.9489,
  "elements": ["Na", "Cl", "C", "C", "C", "C", "O", "C", "C", "N", "C", "C", "C", "C", "C", "C", "C", "C", "N", "C", "C", "H", "H", "H", "H", "H", "H", "H", "H", "H", "H", "C", "O", "C", "N", "C", "C", "C", "C", "C", "C", "C", "C", "C", "C", "C", "C", "N", "C", "N", "C", "C", "O", "C", "C", "C", "C", "C", "C", "H", "H", "H", "H", "H", "H", "H", "H", "H", "H", "H", "H", "H", "H", "H", "H", "H", "H", "H", "N", "C", "C", "C", "C", "C", "C", "S", "O", "O", "N", "C", "N", "C", "C", "C", "N", "H", "H", "H", "H", "H", "H", "H", "H", "H"],
  "coordinates": [[0.169, 0.157, 1.216], [1.955, 6.629, 4.053], [1.816, 4.962, 3.565], [2.957, 4.294, 3.113], [2.866, 2.985, 2.740], [1.630, 2.261, 2.734], [1.573, 1.063, 2.363], [0.487, 2.980, 3.238], [-0.777, 2.345, 3.376], [-1.057, 1.165, 2.971], [-2.307, 0.641, 3.051], [-3.464, 1.407, 2.953], [-4.736, 0.838, 3.024], [-4.889, -0.509, 3.217], [-3.751, -1.336, 3.302], [-3.843, -2.725, 3.515], [-2.700, -3.473, 3.583], [-1.469, -2.822, 3.400], [-1.341, -1.535, 3.230], [-2.446, -0.776, 3.190], [0.612, 4.314, 3.645], [3.899, 4.821, 3.062], [3.744, 2.460, 2.398], [-1.529, 2.926, 3.940], [-3.371, 2.469, 2.778], [-5.607, 1.476, 2.928], [-5.871, -0.957, 3.291], [-4.820, -3.180, 3.625], [-2.736, -4.539, 3.764], [-0.550, -3.396, 3.406], [-0.259, 4.840, 4.015], [5.361, 1.161, -0.986], [5.273, 0.456, 0.247], [3.975, 0.585, 0.661], [3.213, 1.290, -0.049], [3.901, 1.626, -1.266], [3.242, 0.874, -2.409], [3.874, 0.754, -3.641], [3.264, 0.054, -4.668], [2.022, -0.528, -4.477], [1.381, -0.394, -3.258], [1.990, 0.303, -2.230], [3.461, -0.320, 1.704], [3.801, -0.431, 3.050], [3.185, -1.427, 3.786], [2.283, -2.289, 3.176], [2.040, -2.112, 1.823], [2.648, -1.172, 1.114], [1.208, -2.932, 0.947], [0.821, -2.480, -0.165], [0.302, -3.560, -0.954], [0.282, -4.746, 0.062], [0.968, -4.248, 1.208], [1.239, -3.750, -2.130], [2.614, -3.629, -1.947], [3.475, -3.709, -3.026], [2.979, -3.926, -4.299], [1.615, -4.072, -4.482], [0.748, -3.982, -3.407], [5.733, 0.483, -1.757], [6.058, 1.995, -0.864], [3.837, 2.699, -1.468], [4.836, 1.217, -3.817], [3.760, -0.029, -5.627], [1.550, -1.069, -5.286], [0.403, -0.813, -3.081], [1.487, 0.402, -1.281], [4.476, 0.264, 3.519], [3.405, -1.532, 4.840], [1.777, -3.059, 3.735], [-0.695, -3.293, -1.310], [0.812, -5.629, -0.305], [-0.737, -5.020, 0.352], [3.004, -3.438, -0.957], [4.538, -3.591, -2.876], [3.649, -3.968, -5.147], [1.225, -4.243, -5.475], [-0.319, -4.067, -3.559], [-6.898, 2.316, -2.836], [-5.813, 1.599, -2.334], [-5.091, 0.741, -3.161], [-4.032, 0.013, -2.655], [-3.690, 0.128, -1.322], [-4.420, 0.948, -0.482], [-5.483, 1.675, -0.981], [-2.124, -0.536, -0.731], [-1.444, -1.103, -1.877], [-2.369, -1.490, 0.329], [-1.380, 0.706, -0.067], [-1.232, 1.863, -0.678], [-0.570, 2.808, 0.028], [-0.341, 3.955, -0.557], [-0.755, 4.242, -1.854], [-1.505, 3.249, -2.462], [-1.763, 2.088, -1.902], [-6.878, 2.475, -3.832], [-7.137, 3.145, -2.316], [-5.341, 0.680, -4.211], [-3.427, -0.620, -3.284], [-4.121, 1.033, 0.551], [-6.043, 2.340, -0.337], [0.174, 4.691, 0.052], [-0.528, 5.178, -2.340], [-1.938, 3.391, -3.449]],
  "forces_ev_per_angstrom": [[0.4, -0.9, 0.4], [0.0, 0.3, 0.1], [-0.1, 0.1, 0.0], [-0.1, 0.0, 0.0], [0.1, -0.1, -0.1], [-0.2, 0.3, 0.4], [0.6, 0.6, 0.5], [0.6, 0.2, -0.1], [-0.7, -0.2, 0.4], [0.8, 0.3, -0.2], [-1.3, 0.3, 0.2], [0.6, -0.1, 0.0], [-0.3, -0.4, 0.2], [-0.1, 0.2, -0.1], [0.4, 0.1, 0.0], [0.2, -0.2, 0.0], [-0.4, 0.0, -0.1], [0.1, 0.0, 0.1], [0.6, -0.1, -0.1], [-0.8, 0.1, 0.2], [0.1, -0.1, -0.1], [0.1, 0.0, 0.0], [0.1, 0.0, 0.0], [0.0, 0.0, -0.1], [0.1, 0.1, 0.0], [0.0, 0.0, 0.0], [-0.1, 0.0, 0.0], [0.0, 0.0, 0.0], [0.0, 0.0, -0.1], [0.1, -0.1, 0.0], [-0.1, 0.0, 0.0], [0.0, 0.5, -0.5], [0.1, -0.6, 0.6], [0.2, 0.7, -0.7], [-0.4, 0.2, 0.6], [0.5, -0.1, -0.3], [0.0, 0.1, 0.0], [-0.1, 0.0, 0.0], [0.1, 0.0, -0.2], [-0.1, 0.0, -0.1], [0.0, 0.0, -0.1], [0.0, 0.0, 0.0], [0.3, -0.7, 0.4], [0.1, -0.1, -0.1], [0.1, 0.0, 0.0], [-0.2, 0.0, -0.2], [0.6, -0.1, 0.7], [0.1, 0.1, 0.0], [-0.6, -0.5, -0.8], [-0.1, 0.8, 0.4], [-0.2, -0.6, 0.0], [-0.4, -0.2, -0.7], [0.5, 0.2, 0.7], [-0.1, 0.0, 0.0], [-0.1, 0.0, 0.0], [0.1, -0.1, 0.1], [0.0, 0.0, -0.1], [0.0, -0.1, -0.2], [0.0, 0.0, 0.1], [0.0, 0.0, 0.1], [-0.1, -0.1, 0.0], [0.1, 0.0, 0.1], [0.1, 0.0, 0.0], [0.0, 0.0, -0.1], [0.0, -0.1, 0.0], [-0.1, -0.1, 0.0], [0.0, -0.1, 0.0], [0.1, 0.1, 0.0], [0.0, 0.0, 0.0], [0.0, -0.1, 0.1], [0.1, -0.1, 0.0], [-0.1, 0.1, 0.1], [0.1, 0.1, 0.0], [0.0, 0.1, 0.0], [0.1, 0.0, 0.0], [0.0, 0.0, 0.0], [-0.1, 0.0, -0.1], [-0.1, 0.0, 0.0], [-0.3, 0.1, -0.1], [0.1, -0.2, 0.1], [-0.1, 0.1, 0.0], [0.1, -0.1, 0.1], [0.5, -0.3, 0.2], [0.0, -0.1, 0.0], [0.0, 0.0, -0.1], [-0.5, 0.0, -0.3], [-0.1, 0.2, -0.3], [-0.2, 0.1, 0.2], [-1.1, -1.6, -0.2], [-0.1, 1.5, -0.9], [0.1, -0.5, 0.4], [0.0, 0.3, -0.2], [0.0, 0.0, 0.1], [0.1, 0.3, -0.1], [0.2, -0.3, 0.0], [0.0, 0.0, 0.1], [0.0, 0.0, -0.1], [-0.1, 0.0, -0.1], [0.1, 0.0, -0.2], [0.0, 0.1, 0.1], [-0.1, 0.0, 0.1], [0.1, 0.1, -0.1], [0.0, 0.1, 0.0], [0.1, 0.1, -0.1]]
}



(2)
{
  "formula": "C40H56BFN7OS3SbSe4Ti",
  "method": "ωB97M-V with the def2-TZVPD basis set",
  "lumo_ev": 3.216,
  "charge": -2,
  "homo_ev": -0.74,
  "e_above_lowest_kj_mol": 202.1,
  "total_energy_ev": -381810.5971,
  "elements": ["Ti", "C", "C", "C", "C", "N", "N", "B", "N", "N", "C", "C", "C", "C", "C", "S", "C", "C", "C", "C", "N", "N", "C", "C", "C", "C", "C", "S", "C", "C", "C", "C", "C", "S", "C", "C", "C", "C", "H", "H", "H", "H", "H", "H", "H", "H", "H", "H", "H", "H", "H", "H", "H", "H", "H", "H", "H", "H", "H", "H", "H", "H", "H", "H", "H", "H", "H", "H", "H", "H", "H", "H", "H", "H", "H", "H", "H", "O", "C", "C", "C", "C", "C", "C", "N", "H", "H", "H", "H", "H", "H", "H", "H", "H", "H", "H", "F", "C", "C", "C", "C", "C", "C", "C", "H", "H", "H", "H", "H", "H", "Se", "Sb", "Se", "Se", "Se"],
  "coordinates": [[0.484, 0.199, 0.438], [5.207, 0.117, -2.442], [4.323, -1.076, -2.237], [4.823, -2.377, -2.365], [4.010, -3.461, -1.977], [2.747, -3.331, -1.691], [2.206, -2.071, -1.819], [0.798, -2.007, -1.958], [0.166, -1.068, -2.872], [0.841, -0.988, -4.064], [0.263, -0.356, -5.052], [-0.993, 0.250, -4.937], [-1.603, 0.290, -3.673], [-2.864, 1.069, -3.448], [-0.988, -0.355, -2.621], [-1.508, -0.238, -0.956], [1.080, -0.383, -6.344], [2.491, 0.139, -6.047], [0.443, 0.468, -7.440], [1.171, -1.839, -6.821], [0.003, -3.188, -1.466], [-0.328, -4.062, -2.427], [-1.053, -5.087, -2.099], [-1.544, -5.245, -0.774], [-1.210, -4.366, 0.206], [-1.727, -4.451, 1.604], [-0.321, -3.299, -0.162], [0.267, -2.222, 0.992], [-1.370, -6.103, -3.185], [-0.882, -7.483, -2.724], [-0.667, -5.738, -4.492], [-2.885, -6.137, -3.420], [3.001, -0.914, -1.873], [2.286, 0.586, -1.384], [4.559, -4.884, -1.921], [4.832, -5.342, -3.360], [3.550, -5.836, -1.279], [5.860, -4.925, -1.112], [6.259, -0.174, -2.412], [5.019, 0.870, -1.675], [5.002, 0.585, -3.409], [5.850, -2.532, -2.666], [-1.459, 0.747, -5.774], [-3.238, 1.474, -4.390], [-2.689, 1.896, -2.755], [-3.638, 0.447, -2.997], [2.453, 1.167, -5.683], [3.099, 0.111, -6.956], [2.966, -0.474, -5.281], [0.349, 1.509, -7.126], [-0.547, 0.097, -7.710], [1.071, 0.435, -8.333], [1.613, -2.457, -6.040], [1.787, -1.908, -7.723], [0.177, -2.233, -7.047], [-2.218, -6.061, -0.544], [-2.578, -5.130, 1.661], [-2.026, -3.471, 1.979], [-0.946, -4.800, 2.283], [0.192, -7.464, -2.532], [-1.080, -8.227, -3.500], [-1.386, -7.805, -1.811], [0.415, -5.709, -4.360], [-0.978, -4.755, -4.845], [-0.911, -6.483, -5.254], [-3.430, -6.378, -2.506], [-3.129, -6.893, -4.170], [-3.235, -5.168, -3.779], [3.914, -5.296, -3.950], [5.200, -6.371, -3.366], [5.577, -4.707, -3.844], [2.618, -5.856, -1.845], [3.307, -5.523, -0.263], [3.972, -6.845, -1.248], [6.628, -4.284, -1.546], [6.247, -5.947, -1.083], [5.684, -4.598, -0.086], [0.219, 2.155, -0.031], [-0.482, 3.137, 0.266], [0.175, 4.433, 0.654], [0.108, 4.659, 2.177], [-1.235, 5.222, 2.644], [-2.392, 4.257, 2.391], [-2.689, 4.022, 0.911], [-1.802, 3.028, 0.305], [-0.304, 5.267, 0.132], [1.208, 4.360, 0.319], [0.913, 5.343, 2.453], [0.293, 3.713, 2.695], [-1.415, 6.181, 2.142], [-1.181, 5.407, 3.719], [-3.299, 4.577, 2.905], [-2.126, 3.292, 2.837], [-2.603, 4.950, 0.337], [-3.700, 3.637, 0.799], [-2.163, 2.081, 0.200], [3.791, -4.182, 3.156], [3.367, -2.910, 2.897], [3.939, -2.220, 1.849], [3.508, -0.929, 1.589], [2.479, -0.328, 2.336], [1.903, 0.962, 1.927], [1.960, -1.063, 3.416], [2.396, -2.347, 3.699], [4.706, -2.688, 1.244], [3.961, -0.373, 0.777], [2.603, 1.568, 1.346], [1.498, 1.535, 2.759], [1.174, -0.626, 4.023], [1.959, -2.915, 4.510], [-1.925, 2.195, 5.442], [-2.762, 0.583, 3.796], [-1.019, 0.377, 1.992], [-3.097, -1.643, 4.720], [-4.777, 1.484, 2.728]],
  "forces_ev_per_angstrom": [[1.8, 0.5, -0.5], [0.1, 0.0, 0.0], [-0.3, -0.1, 0.2], [0.1, -0.3, -0.1], [0.4, 0.4, 0.0], [-0.2, 0.0, 0.2], [-0.7, -0.2, -0.9], [0.8, -0.1, 0.9], [-0.1, 0.2, -1.4], [-0.9, 0.1, 0.7], [0.4, 0.1, -0.2], [-0.5, 0.1, 1.1], [-0.1, 0.5, -1.6], [0.0, 0.0, -0.1], [1.0, -0.6, 1.2], [-0.7, -0.4, -1.6], [0.0, 0.0, 0.0], [0.0, 0.0, 0.0], [0.0, 0.0, 0.0], [0.0, 0.0, 0.0], [-0.3, 0.4, 0.0], [-0.1, 0.0, 0.0], [0.0, 0.0, 0.0], [-0.1, 0.0, 0.1], [0.1, -0.1, 0.0], [0.0, 0.0, 0.0], [0.3, 0.2, -0.1], [0.1, -1.3, 0.3], [0.0, 0.0, 0.0], [0.0, 0.0, 0.0], [0.0, 0.0, 0.0], [0.0, 0.0, 0.0], [0.2, -0.3, 0.2], [-0.1, 0.4, -0.1], [0.0, 0.0, 0.0], [0.0, 0.0, 0.0], [0.0, 0.0, 0.0], [0.0, 0.0, 0.0], [0.0, 0.0, 0.0], [0.0, 0.0, 0.0], [0.0, 0.0, 0.0], [0.0, 0.0, 0.0], [0.0, 0.0, 0.0], [0.0, 0.0, 0.0], [0.0, -0.1, 0.0], [0.0, 0.0, 0.0], [0.0, 0.0, 0.0], [0.0, 0.0, 0.0], [0.0, 0.0, 0.0], [0.0, 0.0, 0.0], [0.0, 0.0, 0.0], [0.0, 0.0, 0.0], [0.0, 0.0, 0.0], [0.0, 0.0, 0.0], [0.0, 0.0, 0.0], [0.0, 0.0, 0.0], [0.0, -0.1, 0.0], [0.0, 0.0, 0.0], [0.0, 0.0, 0.0], [0.0, 0.0, 0.0], [0.0, 0.0, 0.0], [0.0, 0.0, 0.0], [0.0, 0.0, 0.0], [0.0, 0.0, 0.0], [0.0, 0.0, 0.0], [0.0, 0.0, 0.0], [0.0, 0.0, 0.0], [0.0, 0.0, 0.0], [0.0, 0.0, 0.0], [0.0, 0.0, 0.0], [0.0, 0.0, 0.0], [0.0, 0.0, 0.0], [0.0, 0.0, 0.0], [0.0, 0.0, 0.0], [0.0, 0.0, 0.0], [0.0, 0.0, 0.0], [0.0, 0.0, 0.0], [0.8, 0.2, -0.5], [-0.6, 0.1, 0.1], [0.0, 0.0, 0.0], [-0.1, 0.0, -0.1], [0.0, -0.2, 0.0], [0.2, -0.1, -0.2], [0.0, 0.1, 0.0], [0.0, 0.1, 0.1], [0.0, 0.0, 0.0], [0.0, 0.0, 0.0], [0.0, 0.0, 0.0], [0.0, 0.0, 0.0], [0.0, 0.1, 0.0], [0.0, 0.0, 0.0], [0.0, 0.0, -0.1], [-0.2, 0.2, 0.0], [-0.1, 0.1, 0.0], [0.0, -0.1, 0.0], [0.0, 0.1, 0.0], [0.0, 0.0, 0.0], [0.0, 0.0, 0.0], [0.1, 0.0, 0.0], [0.0, 0.0, 0.0], [0.3, -0.2, 0.1], [0.5, 0.3, -0.4], [-0.1, 0.1, 0.0], [0.0, 0.0, 0.0], [0.0, 0.0, 0.0], [-0.1, 0.0, 0.0], [0.1, -0.1, 0.1], [-0.1, -0.1, -0.1], [0.0, 0.0, 0.0], [0.0, 0.0, 0.0], [0.3, -0.2, -0.3], [-1.7, 0.2, 1.8], [-1.3, 0.2, 1.5], [0.3, 0.0, -0.3], [0.3, -0.1, -0.3]]
}



| no. | largest force on an atom (eV/A) | frontier orbital gap (Ha) |
| --- | --- | --- |
| 1 | 1.9 | 0.235 |
| 2 | 2.5 | 0.146 |